1.
This record from the Open Molecules 2025 dataset describes a molecular structure, C6H12NOP in a non-equilibrium geometry. The level of theory is ωB97M-V/def2-TZVPD.

ORCA input file:
```
! RIJCOSX wB97M-V def2-TZVPD def2/J DEFGRID3
* xyz 0 1
C -0.2519 -0.1203 0.2278
C -1.0920 0.8633 0.8921
C -1.0064 1.9808 -0.1679
C 0.0890 1.6362 -1.1718
C 0.4821 0.2459 -0.8132
C 1.0287 -0.6865 -1.9468
N -0.5543 -2.4882 0.2962
O 1.4494 -1.4182 1.8201
P -0.0385 -2.0439 1.7053
H -2.0641 0.4537 1.1216
H -0.7557 0.9294 1.8691
H -1.9485 2.1348 -0.6661
H -0.8834 2.9358 0.4639
H -0.3955 1.7826 -2.1336
H 1.0679 2.2010 -1.2706
H 1.8683 -1.6454 1.0159
H 0.4363 -0.5592 -2.8663
H 1.2888 -1.7117 -1.6270
H 1.9594 -0.3337 -2.2011
H 0.1052 -2.9833 2.6971
H -0.7847 -1.1731 2.7555
*
```

Output
HOMO (alpha / beta)   -9.1 / -9.1 eV

Atomic partial charges in e from the Mulliken method, atoms 1 to 5: 0.2060, -0.9764, -0.6834, -0.4721, 0.3981

---

2.
This record from the Open Molecules 2025 dataset describes 16 unconnected molecules or ions with the total composition C52H123N4O20S7 in a non-equilibrium geometry. The level of theory is ωB97M-V/def2-TZVPD.

ORCA input file:
```
! RIJCOSX wB97M-V def2-TZVPD def2/J DEFGRID3
* xyz 1 1
C 17.3448 16.8927 7.6371
C 16.9677 18.3935 7.5701
C 15.6025 18.7648 8.1057
C 15.1295 20.1071 7.5417
N 13.9062 20.5984 8.2777
C 14.1643 20.8644 9.7494
C 13.1055 21.8951 10.1633
C 12.5575 22.5040 8.8644
C 13.5465 21.9764 7.8125
C 12.7792 19.6232 8.0875
H 16.7653 16.3955 6.8636
H 17.0611 16.5518 8.6392
H 18.4201 16.7373 7.6222
H 16.9786 18.6502 6.5024
H 17.7140 19.0584 8.0185
H 15.5659 18.7324 9.1987
H 14.9288 17.9511 7.8096
H 14.8082 19.9830 6.5064
H 15.9349 20.8405 7.5367
H 14.1630 19.9662 10.3637
H 15.1674 21.2822 9.8570
H 12.2522 21.3789 10.6084
H 13.4666 22.6461 10.8629
H 11.5093 22.2439 8.7611
H 12.6117 23.5882 8.8060
H 13.0867 22.0453 6.8308
H 14.4673 22.5537 7.8142
H 13.0843 18.7380 8.6270
H 12.6043 19.4790 7.0206
H 11.8342 20.0650 8.3997
C 16.5032 22.9189 12.2740
S 15.6307 21.4363 12.7741
O 16.6247 20.4094 12.2373
C 15.7601 21.3845 14.5860
H 16.0407 23.8096 12.7022
H 16.3922 22.9336 11.1899
H 17.5651 22.7771 12.4644
H 16.1894 22.2722 15.0485
H 16.4587 20.5614 14.7466
H 14.8161 21.1240 15.0579
C 15.1199 28.2061 10.8200
S 15.2943 26.4030 11.0329
O 13.9939 25.7357 11.4000
C 15.6920 25.8794 9.2814
H 15.5771 28.7774 11.6262
H 14.0434 28.3652 10.9258
H 15.5041 28.5917 9.8783
H 15.1123 25.0101 8.9857
H 16.7354 25.5484 9.2704
H 15.7216 26.7511 8.6294
C 7.4338 23.7500 11.5892
S 9.0011 23.2607 10.7681
O 9.0988 24.0451 9.4832
C 10.1609 24.1237 11.8705
H 7.3431 23.2942 12.5734
H 6.6951 23.3087 10.9223
H 7.3642 24.8335 11.6390
H 11.2024 24.0080 11.5617
H 10.0542 23.8796 12.9246
H 10.0148 25.1907 11.6782
C 12.5845 22.4153 4.1097
S 14.3603 22.8939 4.2853
O 14.9398 21.8913 5.2467
C 14.9401 22.3383 2.6443
H 12.1235 22.6983 5.0637
H 12.4225 21.3370 4.1252
H 12.0879 23.0229 3.3564
H 14.7176 23.0228 1.8270
H 14.6709 21.3116 2.4063
H 16.0282 22.3455 2.7498
C 12.2450 27.2710 6.4196
S 11.5839 25.6628 6.9814
O 12.6726 24.6949 6.7062
C 11.7421 26.0816 8.7594
H 12.2546 27.2077 5.3327
H 13.2085 27.5596 6.8312
H 11.5143 28.0300 6.7103
H 11.0801 26.9154 9.0044
H 12.7602 26.3202 9.0694
H 11.4118 25.2745 9.4133
C 9.7852 17.7155 11.3040
S 11.5446 17.5993 10.8013
O 12.3269 18.4751 11.7466
C 11.7990 15.8175 10.9898
H 9.5622 17.3630 12.3147
H 9.2383 17.0120 10.6730
H 9.4571 18.7482 11.2390
H 10.8957 15.2137 11.0772
H 12.4697 15.6518 11.8342
H 12.2919 15.3858 10.1188
C 7.3038 21.2759 7.5338
S 9.0535 21.8007 7.5125
O 9.9471 20.7817 6.8531
C 8.8080 23.1281 6.3031
H 7.1524 20.5745 6.7141
H 6.6116 22.1051 7.3973
H 7.1115 20.8556 8.5189
H 8.0100 23.8624 6.4106
H 8.6079 22.6384 5.3448
H 9.7117 23.7270 6.1830
C 14.9671 16.9975 5.1385
O 15.3831 16.0414 5.7778
N 15.7649 17.9577 4.6215
C 15.3257 19.0087 3.7401
C 17.2158 17.8278 4.5983
H 13.8907 17.2104 5.0309
H 14.2910 19.3317 3.8686
H 15.3975 18.7396 2.6788
H 15.8870 19.9232 3.9268
H 17.7435 18.7693 4.7166
H 17.5912 17.1471 5.3655
H 17.5199 17.3071 3.6853
C 10.8248 18.8702 4.1523
O 12.0290 18.7074 4.0306
N 10.0853 18.0793 4.9663
C 10.7182 17.0750 5.8138
C 8.6398 18.2516 5.1273
H 10.2387 19.5913 3.5624
H 10.6927 16.0347 5.4900
H 10.0665 17.1140 6.6938
H 11.7124 17.4275 6.0707
H 8.2982 17.2296 4.9495
H 8.3428 18.7132 6.0649
H 8.1598 18.8064 4.3195
C 19.9649 12.8865 3.5054
O 19.5832 12.4428 2.4488
N 19.2775 13.8141 4.2132
C 19.7539 14.3971 5.4857
C 18.0462 14.4029 3.7254
H 20.8801 12.6069 4.0453
H 20.6313 13.8922 5.8805
H 18.8663 14.3356 6.1019
H 20.0991 15.4104 5.2731
H 17.5769 13.7319 3.0115
H 17.3152 14.5718 4.5202
H 18.2777 15.3906 3.3174
O 15.4812 12.8218 11.1702
C 14.6881 13.4561 10.5377
O 13.4359 13.0965 10.3153
C 12.9164 11.8164 10.6788
C 11.4315 11.7991 10.3159
C 15.0838 14.7344 9.8599
H 13.0285 11.5843 11.7339
H 13.3390 11.1493 9.9242
H 10.9969 10.8962 10.7422
H 11.2978 11.7862 9.2342
H 10.9067 12.6857 10.6774
H 15.2335 14.5499 8.7947
H 16.0755 15.0376 10.1963
H 14.5037 15.6244 10.0998
O 20.6005 16.0484 8.5033
C 21.6982 16.4150 8.1374
O 21.9209 17.4604 7.3638
C 20.7910 18.2161 6.8956
C 20.6417 19.4336 7.7688
C 22.9113 15.7113 8.7172
H 19.9879 17.4839 6.8069
H 20.9325 18.5073 5.8516
H 20.0413 19.1709 8.6403
H 20.1782 20.2596 7.2274
H 21.6393 19.7713 8.0456
H 22.7866 14.6412 8.5924
H 23.0045 16.0460 9.7474
H 23.8422 15.9707 8.2081
O 19.2177 11.5602 9.7543
C 19.0634 12.0382 8.6701
O 19.9898 11.8875 7.6905
C 21.0656 10.9785 7.9105
C 21.9997 11.1539 6.7450
C 17.9414 12.9678 8.3055
H 20.6799 9.9733 8.0941
H 21.6614 11.1408 8.8181
H 22.8337 10.4502 6.7953
H 22.3766 12.1615 6.5947
H 21.4744 10.8397 5.8361
H 18.1111 14.0387 8.3904
H 17.1045 12.6367 8.9177
H 17.7150 12.7976 7.2494
O 17.4442 22.1879 9.1586
C 18.5661 22.5949 8.9303
O 18.9819 23.1223 7.7915
C 18.0107 23.6352 6.8558
C 18.4708 23.4906 5.4129
C 19.7367 22.2227 9.8240
H 17.9787 24.7013 7.1019
H 17.0111 23.2472 7.0295
H 17.7119 23.8042 4.6938
H 18.4726 22.4013 5.2692
H 19.4187 23.8428 5.0149
H 20.0468 23.0111 10.5106
H 20.6233 22.1311 9.1928
H 19.5359 21.2613 10.2865
O 21.4795 15.9724 12.3505
C 21.3256 17.0301 11.7919
O 20.2096 17.3833 11.1644
C 19.0943 16.5011 11.0355
C 17.9310 17.2480 11.6313
C 22.4167 18.0566 11.8181
H 19.1568 15.6027 11.6566
H 18.8977 16.1101 10.0429
H 17.5844 18.0926 11.0270
H 18.2027 17.5965 12.6279
H 17.0302 16.6459 11.7781
H 23.3146 17.5698 11.4340
H 22.6006 18.3707 12.8434
H 22.3194 18.9543 11.2068
*
```

Output
HOMO   -10.1 eV

Atomic partial charges in e from the Mulliken method, atoms 1 to 5: 1.8403, 0.5728, -0.0196, -0.1639, 1.2317

---

3.
This record from the Open Molecules 2025 dataset describes 2 unconnected molecules or ions with the total composition C5H8O in a non-equilibrium geometry. The level of theory is ωB97M-V/def2-TZVPD.

ORCA input file:
```
! RIJCOSX wB97M-V def2-TZVPD def2/J DEFGRID3
* xyz 0 1
C -1.3976 0.8800 -0.3590
C -0.2914 -0.1079 0.3671
C 0.9203 0.4502 0.9939
C 1.8412 -1.2530 0.1308
O 2.5383 -2.0804 0.5776
C 0.0218 -0.7536 -0.9004
H -0.8805 1.6971 -0.8765
H -2.1494 0.4542 -1.0579
H -1.9356 1.2633 0.4955
H -0.8203 -0.7735 1.0664
H 0.8732 0.6907 2.0660
H 1.4761 1.1937 0.4275
H -0.6636 -1.5230 -1.2560
H 0.4675 -0.1377 -1.6749
*
```

Output
HOMO (alpha / beta)   -7.7 / -7.7 eV

Atomic partial charges in e from the Mulliken method, atoms 1 to 5: -1.2462, 0.5804, -0.9885, 0.2539, -0.3367

---

4.
This record from the Open Molecules 2025 dataset describes a molecular structure, C3H4CoLiO3 in a non-equilibrium geometry. The level of theory is ωB97M-V/def2-TZVPD.

ORCA input file:
```
! RIJCOSX wB97M-V def2-TZVPD def2/J DEFGRID3
* xyz 1 4
O 1.2019 0.3749 -0.5280
C 1.4303 -0.1702 0.6729
C -0.0857 0.7514 -0.8771
O 2.5887 -0.3816 1.0224
O 0.4269 -0.5153 1.3943
C -0.8805 -0.0484 -1.6012
H -0.3406 1.7743 -0.5865
H -2.4488 0.6939 0.7072
H -0.5367 -1.0222 -1.9559
H -1.8526 0.3314 -1.9190
Co -1.4130 -0.5748 0.9844
Li 1.9101 -1.2136 2.6866
*
```

Output
HOMO (alpha / beta)   -13.4 / -14.4 eV

Atomic partial charges in e from the Mulliken method, atoms 1 to 5: -0.2539, 1.0669, -0.1785, -0.7407, -0.7045